1.
{"formula": "C22H28N2P2PrS", "method": "ωB97M-V/def2-TZVPD", "max_force_ev_per_a": 6.27, "homo_energy_ev": [-9.726, -9.673], "gap_ev": [6.39, 6.35], "multiplicity": 3, "total_charge": 1, "total_energy_ha": -2562.12304, "e_above_lowest_kj_mol": 367.3, "s_squared": 2.0073, "species": ["Pr", "S", "P", "P", "N", "N", "C", "C", "C", "C", "C", "C", "C", "C", "C", "C", "C", "C", "C", "C", "C", "C", "C", "C", "C", "C", "C", "C", "H", "H", "H", "H", "H", "H", "H", "H", "H", "H", "H", "H", "H", "H", "H", "H", "H", "H", "H", "H", "H", "H", "H", "H", "H", "H", "H", "H"], "positions_angstrom": [[0.343, 0.213, 1.806], [-2.560, -1.009, 5.436], [0.361, -2.135, 0.528], [-1.978, 1.165, 0.489], [-0.909, -0.954, 3.361], [0.519, 0.335, -1.951], [-2.175, 2.828, 1.118], [3.185, -2.151, -1.848], [1.685, -2.964, 1.398], [2.874, 0.578, -2.546], [-2.031, 1.283, -1.280], [2.648, 1.924, -2.835], [1.766, -0.231, -2.099], [-0.966, 2.189, -1.916], [1.089, 3.870, -2.901], [-1.121, -3.028, 0.843], [-1.790, -0.194, 4.069], [-0.198, 4.364, -2.655], [-1.591, -2.492, 5.031], [-0.835, -2.272, 4.020], [0.700, -2.342, -1.193], [-3.343, 0.225, 1.011], [0.301, 1.673, -2.198], [1.388, 2.501, -2.667], [1.915, -1.575, -1.742], [4.268, -1.418, -2.292], [-1.194, 3.546, -2.164], [4.137, -0.067, -2.640], [-0.904, -4.048, 0.542], [1.541, -2.976, 2.484], [-2.001, 0.836, 3.862], [-3.404, 0.108, 2.099], [0.180, 1.834, 2.349], [-1.949, -2.636, 0.257], [-4.213, 0.773, 0.654], [-3.017, 1.659, -1.437], [0.830, -3.398, -1.274], [-2.187, 3.952, -1.947], [5.003, 0.514, -2.983], [-3.105, 3.180, 0.677], [1.887, 4.529, -3.269], [-1.347, 3.487, 0.833], [3.473, 2.540, -3.200], [-1.663, -3.367, 5.624], [3.303, -3.198, -1.565], [-0.129, -3.002, 3.584], [-3.335, -0.777, 0.564], [1.672, -3.987, 1.019], [-1.419, -3.024, 1.889], [-1.918, 0.265, -1.694], [5.251, -1.887, -2.373], [-0.400, 5.421, -2.847], [2.657, -2.508, 1.196], [-0.194, -2.003, -1.740], [-2.247, 2.837, 2.215], [1.148, 1.015, 0.298]]}


2.
{"formula": "C22H28N3O", "method": "ωB97M-V/def2-TZVPD", "max_force_ev_per_a": 1.56, "homo_energy_ev": -10.284, "gap_ev": 5.44, "total_charge": 1, "total_energy_ha": -1094.37142, "e_above_lowest_kj_mol": 199.5, "species": ["O", "N", "N", "N", "C", "C", "C", "C", "C", "C", "C", "C", "C", "C", "C", "C", "C", "C", "C", "C", "C", "C", "C", "C", "C", "C", "H", "H", "H", "H", "H", "H", "H", "H", "H", "H", "H", "H", "H", "H", "H", "H", "H", "H", "H", "H", "H", "H", "H", "H", "H", "H", "H", "H"], "positions_angstrom": [[4.902, -0.244, 2.140], [-0.579, 1.308, 5.445], [-1.203, 2.268, 7.528], [-2.389, 2.721, 5.575], [-3.418, 3.306, 7.664], [-3.129, -1.324, 2.323], [0.846, 0.847, 2.299], [-4.130, 0.857, 2.098], [-0.462, 1.342, 2.547], [-2.095, 3.067, 8.345], [-1.351, 2.061, 6.189], [3.230, 1.420, 2.206], [-4.273, -0.536, 2.153], [3.575, 0.042, 2.104], [-2.886, 1.445, 2.210], [-0.179, 1.595, 8.290], [-5.631, -1.158, 2.047], [0.982, 1.273, 7.392], [1.212, -0.494, 1.959], [-1.703, 0.662, 2.447], [-1.881, -0.753, 2.537], [1.920, 1.798, 2.319], [5.376, -1.606, 2.073], [0.498, 0.618, 6.115], [-3.237, 3.688, 6.215], [2.532, -0.917, 1.992], [5.059, -2.095, 1.144], [-3.235, -2.409, 2.298], [0.184, -0.410, 6.371], [-0.533, 2.426, 2.691], [-5.020, 1.475, 1.957], [-2.797, 4.695, 6.138], [-2.349, 2.686, 4.562], [-2.768, 2.521, 2.043], [-6.144, -0.811, 1.141], [-1.601, 4.027, 8.592], [-1.028, -1.396, 2.758], [2.781, -1.981, 1.906], [6.459, -1.495, 2.089], [-5.549, -2.249, 2.016], [-4.202, 3.687, 5.702], [4.048, 2.138, 2.220], [-2.248, 2.528, 9.291], [-0.604, 0.674, 8.721], [5.041, -2.185, 2.943], [1.310, 0.549, 5.379], [0.108, 2.256, 9.112], [1.524, 2.193, 7.158], [-4.024, 2.401, 7.755], [1.663, 0.616, 7.930], [-3.938, 4.114, 8.182], [1.674, 2.862, 2.363], [-6.265, -0.882, 2.901], [0.447, -1.186, 1.602]]}


3.
{"formula": "C22H28N4O5S2", "method": "ωB97M-V/def2-TZVPD", "max_force_ev_per_a": 1.27, "homo_energy_ev": -7.978, "gap_ev": 8.26, "smiles": "COCCN(CCNC(=O)c1ccc(NC2=N[C@H]3CS(=O)(=O)C[C@H]3S2)cc1)Cc1ccco1", "total_energy_ha": -2246.70046, "e_above_lowest_kj_mol": 16.0, "species": ["S", "S", "O", "O", "O", "O", "O", "N", "N", "N", "N", "C", "C", "C", "C", "C", "C", "C", "C", "C", "C", "C", "C", "C", "C", "C", "C", "C", "C", "C", "C", "C", "C", "H", "H", "H", "H", "H", "H", "H", "H", "H", "H", "H", "H", "H", "H", "H", "H", "H", "H", "H", "H", "H", "H", "H", "H", "H", "H", "H", "H"], "positions_angstrom": [[3.567, -3.269, 3.678], [1.616, -0.781, 5.444], [0.922, -1.170, 4.250], [0.836, -0.257, 6.528], [-1.476, 0.412, 1.117], [0.167, 0.556, -3.747], [-3.189, 1.442, -4.996], [2.820, -2.249, 1.325], [-0.219, 2.135, -2.172], [-2.876, 1.470, -1.917], [3.557, -0.757, 2.971], [1.064, -1.213, -1.709], [0.283, 0.952, -2.600], [3.020, 0.299, 5.044], [-2.572, 2.818, -2.353], [2.704, -2.127, 6.015], [-3.792, 0.745, -2.771], [-2.172, -1.176, -0.272], [-3.093, 1.274, -0.497], [2.273, -0.025, 0.483], [3.953, -0.671, 4.337], [2.266, -1.410, 0.360], [-1.161, 2.884, -2.966], [-1.265, -1.747, 0.655], [-0.878, -0.738, 1.478], [-3.151, 0.349, -4.101], [-2.272, 0.144, 0.055], [1.677, -1.999, -0.758], [1.015, 0.171, -1.564], [-2.466, 1.191, -6.175], [3.855, -2.086, 5.029], [1.645, 0.754, -0.469], [3.274, -1.907, 2.540], [4.800, -2.354, 5.506], [-3.705, -0.498, -4.538], [-0.228, -0.717, 2.332], [2.171, -3.072, 6.008], [3.409, 0.676, 5.984], [-2.622, 3.510, -1.504], [-2.113, 0.037, -3.931], [-0.958, -2.771, 0.704], [-4.082, -0.168, -2.251], [1.691, -3.074, -0.869], [-0.838, 3.927, -3.044], [-2.802, 2.170, 0.057], [1.672, 1.828, -0.360], [-0.247, 2.300, -1.178], [2.715, 1.107, 4.389], [2.688, -3.239, 1.167], [-1.422, 0.943, -5.951], [4.989, -0.308, 4.374], [-2.910, 0.364, -6.743], [0.599, -1.656, -2.576], [-4.158, 1.085, -0.280], [2.758, 0.422, 1.333], [-2.673, -1.683, -1.070], [-2.510, 2.102, -6.769], [2.999, -1.866, 7.028], [-1.162, 2.436, -3.959], [-4.701, 1.331, -2.989], [-3.291, 3.150, -3.109]]}


4.
{"formula": "C22H28N4O7", "method": "ωB97M-V/def2-TZVPD", "max_force_ev_per_a": 4.90, "homo_energy_ev": -8.415, "gap_ev": 6.59, "smiles": "C=CC[C@]1(CNC)OC(=O)O[C@H]1CC(N)(N)N.O=C1C=CC(=O)C=C1.O=C1C=CC(=O)C=C1", "total_energy_ha": -1600.59190, "e_above_lowest_kj_mol": 997.8, "species": ["O", "O", "O", "O", "O", "O", "O", "N", "N", "N", "N", "C", "C", "C", "C", "C", "C", "C", "C", "C", "C", "C", "C", "C", "C", "C", "C", "C", "C", "C", "C", "C", "C", "H", "H", "H", "H", "H", "H", "H", "H", "H", "H", "H", "H", "H", "H", "H", "H", "H", "H", "H", "H", "H", "H", "H", "H", "H", "H", "H", "H"], "positions_angstrom": [[3.652, -0.247, 0.468], [1.938, 0.928, 1.336], [4.038, 1.225, 2.361], [1.682, 6.319, -2.096], [1.768, 1.084, -2.939], [-6.943, 3.125, 0.378], [-4.996, 0.251, 4.386], [-2.189, -1.186, 1.387], [-1.575, -1.697, -0.876], [3.108, -1.845, -2.099], [-0.243, -2.667, 0.987], [-5.443, 0.910, 3.465], [3.010, -2.473, 1.196], [1.400, -0.437, 1.207], [2.083, 4.175, -1.216], [-6.495, 2.466, 1.298], [-4.788, 0.920, 2.140], [3.005, -3.851, 0.391], [1.702, 5.119, -2.288], [1.345, 4.547, -3.605], [3.338, 0.688, 1.495], [-7.150, 2.456, 2.624], [3.374, -5.030, 1.132], [-0.044, -0.168, 0.566], [-5.278, 1.644, 1.133], [2.470, -1.759, -3.475], [2.106, 2.859, -1.430], [1.368, 3.231, -3.818], [2.048, -1.358, -1.155], [-6.661, 1.732, 3.631], [2.539, -1.189, 0.354], [1.749, 2.288, -2.746], [-0.996, -1.464, 0.494], [-0.890, -1.474, -1.610], [-0.005, 0.353, -0.464], [-2.762, -2.046, 1.397], [2.361, -2.635, 2.128], [2.310, -2.811, -3.923], [3.877, -1.155, -2.116], [1.068, 5.252, -4.378], [2.340, 4.609, -0.258], [1.135, -2.053, -1.152], [-1.900, -2.680, -0.959], [1.181, -0.850, 2.252], [3.082, -1.095, -4.186], [2.383, 2.153, -0.656], [2.759, -5.996, 1.108], [1.111, 2.796, -4.776], [-4.811, 1.664, 0.156], [-7.127, 1.712, 4.608], [-1.767, -1.043, 2.322], [-0.568, 0.590, 1.261], [1.758, -0.293, -1.518], [4.300, -5.044, 1.818], [-0.765, -2.991, 1.824], [1.424, -1.278, -3.438], [-0.260, -3.390, 0.253], [-3.898, 0.312, 2.035], [-8.040, 3.064, 2.728], [4.081, -2.267, 1.553], [2.700, -3.999, -0.693]]}